# 1
# C21H22O20P2

C21H22O20P2 as an isolated structure in a non-equilibrium geometry (wB97M-V/def2-TZVPD, the OMol25 dataset).

CARTESIAN COORDINATES (ANGSTROEM)
1 C 6.489 -1.572 -0.158
2 C 5.264 -1.884 -1.038
3 O 4.702 -3.096 -0.516
4 C 3.553 -3.481 -1.218
5 O 2.436 -2.834 -0.550
6 P 1.031 -3.559 -0.737
7 O 1.069 -4.841 -1.430
8 O 0.458 -3.777 0.773
9 O -0.077 -2.610 -1.434
10 P 0.036 -0.991 -1.098
11 O 0.691 -0.326 -2.220
12 O 0.707 -0.685 0.327
13 O -1.476 -0.457 -1.035
14 H 6.867 -0.569 -0.393
15 H 6.171 -1.651 0.892
16 H 7.263 -2.342 -0.288
17 H 4.525 -1.074 -0.919
18 H 5.563 -2.007 -2.092
19 H 3.524 -4.572 -1.180
20 H 3.646 -3.066 -2.231
21 H 1.214 -4.160 1.249
22 H 0.497 -1.417 0.952
23 H -1.741 -0.234 -0.127
24 C 2.615 2.354 -4.423
25 C 1.280 2.264 -4.296
26 C 0.362 3.253 -4.960
27 O -0.840 3.119 -4.829
28 C 0.960 4.336 -5.731
29 C 2.290 4.421 -5.851
30 C 3.206 3.420 -5.211
31 O 4.409 3.543 -5.374
32 O 2.879 5.397 -6.545
33 O 0.708 1.302 -3.580
34 H 3.286 1.649 -3.953
35 H 0.291 5.051 -6.189
36 H 3.838 5.227 -6.476
37 H -0.252 1.460 -3.650
38 C -1.120 0.519 5.500
39 C -0.689 0.222 4.269
40 C 0.338 -0.845 4.032
41 O 0.677 -1.087 2.885
42 C 0.887 -1.541 5.183
43 C 0.460 -1.242 6.417
44 C -0.589 -0.194 6.655
45 O -0.951 0.023 7.794
46 O 0.936 -1.853 7.498
47 O -1.147 0.855 3.186
48 H -1.861 1.284 5.684
49 H 1.639 -2.295 4.999
50 H 0.465 -1.458 8.257
51 H -0.680 0.459 2.426
52 C -5.319 -0.189 1.406
53 C -6.651 -0.250 1.538
54 C -7.553 0.762 0.893
55 O -8.755 0.646 1.031
56 C -6.938 1.841 0.132
57 C -5.607 1.903 0.004
58 C -4.710 0.876 0.627
59 O -3.506 0.973 0.461
60 O -5.007 2.876 -0.683
61 O -7.249 -1.207 2.243
62 H -4.660 -0.914 1.864
63 H -7.596 2.574 -0.314
64 H -4.050 2.693 -0.627
65 H -8.207 -1.025 2.179

- relative energy (zero: lowest compared OMol25 entry of this formula, charge and spin) (kcal per mole) = 0.0
- DFT total energy (a.u.) = -3001.1300
- Kohn-Sham gap (eV) = 7.145

These are the natural (NBO) partial charges, in e, on atoms 1 to 6: atom 1 (C): -0.62, atom 2 (C): -0.07, atom 3 (O): -0.53, atom 4 (C): 0.22, atom 5 (O): -0.83, atom 6 (P): 2.51



# 2
# C21H23BNO2

A 2-piece molecular cluster, C21H23BNO2 overall in a non-equilibrium geometry (wB97M-V/def2-TZVPD, the OMol25 dataset).

CARTESIAN COORDINATES (ANGSTROEM)
1 C -5.333 1.322 -3.154
2 O -4.975 0.938 -1.813
3 C -3.703 1.157 -1.391
4 C -3.397 0.829 -0.049
5 C -2.114 0.937 0.425
6 C -1.024 1.220 -0.443
7 C 0.307 1.031 0.071
8 C 1.467 1.042 -0.786
9 C 2.716 1.522 -0.309
10 C 3.843 1.426 -1.089
11 C 3.770 0.808 -2.365
12 O 4.978 0.599 -2.957
13 C 6.010 1.096 -2.010
14 C 5.290 1.735 -0.820
15 C 2.542 0.367 -2.887
16 C 1.423 0.485 -2.106
17 C -1.357 1.669 -1.757
18 C -2.659 1.653 -2.225
19 H -6.368 0.986 -3.245
20 H -5.283 2.416 -3.280
21 H -4.704 0.820 -3.908
22 H -4.211 0.471 0.587
23 H -1.904 0.778 1.474
24 H 0.467 1.298 1.118
25 H 2.770 2.008 0.668
26 H 6.617 0.235 -1.700
27 H 6.635 1.809 -2.557
28 H 5.454 2.823 -0.805
29 H 5.628 1.314 0.135
30 H 2.526 -0.064 -3.887
31 H 0.461 0.157 -2.507
32 H -0.576 2.051 -2.429
33 H -2.887 1.973 -3.242
34 H 0.399 -0.552 1.247
35 B 0.790 -1.606 2.052
36 N -0.346 -2.330 2.944
37 C -0.109 -3.492 3.631
38 C -1.114 -4.101 4.377
39 C -2.389 -3.529 4.437
40 C -2.601 -2.330 3.747
41 C -1.570 -1.750 3.019
42 H 1.268 -2.460 1.310
43 H 1.664 -1.201 2.813
44 H 0.907 -3.900 3.550
45 H -0.869 -5.027 4.892
46 H -3.192 -3.999 5.006
47 H -3.559 -1.822 3.747
48 H -1.687 -0.810 2.473

- DFT total energy (a.u.) = -1043.8067
- Kohn-Sham gap (eV) = 6.618
- charge = +1

These are the natural (NBO) partial charges, in e, on atoms 1 to 6: atom 1 (C): -0.27, atom 2 (O): -0.46, atom 3 (C): 0.41, atom 4 (C): -0.28, atom 5 (C): -0.09, atom 6 (C): -0.22



# 3
# C21H23Cl2N2S

An isolated ion of composition C21H23Cl2N2S and charge +1 in a non-equilibrium geometry (wB97M-V/def2-TZVPD, the OMol25 dataset).

CARTESIAN COORDINATES (ANGSTROEM)
1 C 0.497 -4.048 -1.222
2 C -0.481 -4.372 -0.098
3 C -0.919 -3.127 0.675
4 C 0.151 -2.624 1.648
5 C -0.073 -1.163 2.046
6 H -1.138 -1.005 2.231
7 H 0.467 -0.939 2.967
8 C 0.402 -0.238 0.917
9 N -0.384 0.982 0.839
10 C -0.488 1.882 1.825
11 N 0.269 1.967 2.921
12 C 1.625 1.580 3.077
13 C 2.041 1.088 4.309
14 C 3.365 0.733 4.490
15 C 4.273 0.873 3.451
16 C 3.860 1.384 2.233
17 C 2.536 1.743 2.039
18 H 2.220 2.183 1.104
19 H 4.568 1.515 1.430
20 H 5.305 0.596 3.597
21 H 3.688 0.349 5.444
22 H 1.330 0.985 5.114
23 H -0.102 2.536 3.672
24 S -1.808 2.976 1.572
25 C -2.181 2.179 0.085
26 C -1.327 1.165 -0.164
27 C -1.350 0.318 -1.362
28 C -2.473 -0.448 -1.670
29 C -2.495 -1.257 -2.788
30 C -1.386 -1.304 -3.626
31 C -0.264 -0.529 -3.353
32 C -0.253 0.276 -2.228
33 Cl 1.129 1.264 -1.908
34 H 0.587 -0.554 -4.013
35 Cl -1.394 -2.319 -5.008
36 H -3.363 -1.855 -3.012
37 H -3.327 -0.415 -1.012
38 H -2.991 2.517 -0.527
39 H 1.459 0.003 1.042
40 H 0.280 -0.750 -0.035
41 H 1.142 -2.718 1.203
42 H 0.136 -3.246 2.542
43 H -1.175 -2.349 -0.050
44 H -1.825 -3.353 1.240
45 H -0.026 -5.086 0.591
46 H -1.363 -4.846 -0.531
47 H 1.411 -3.600 -0.837
48 H 0.046 -3.356 -1.932
49 H 0.768 -4.954 -1.755

- relative energy (zero: lowest compared OMol25 entry of this formula, charge and spin) (kcal per mole) = 0.0
- DFT total energy (a.u.) = -2241.9151
- Kohn-Sham gap (eV) = 8.815
- charge = +1

These are the natural (NBO) partial charges, in e, on atoms 1 to 6: atom 1 (C): -0.61, atom 2 (C): -0.40, atom 3 (C): -0.39, atom 4 (C): -0.40, atom 5 (C): -0.42, atom 6 (H): 0.21



# 4
# C21H23ClN4O2S

One molecule with the formula C21H23ClN4O2S (wB97M-V/def2-TZVPD, the OMol25 dataset).

CARTESIAN COORDINATES (ANGSTROEM)
1 C 4.363 4.723 0.941
2 O 3.474 4.045 0.088
3 C 3.481 2.682 0.096
4 C 4.298 1.890 0.888
5 C 4.186 0.512 0.809
6 C 3.283 -0.102 -0.044
7 N 3.231 -1.505 -0.075
8 C 2.198 -2.313 -0.461
9 S 2.589 -3.759 -1.180
10 N 0.933 -1.967 -0.176
11 C -0.185 -2.616 -0.819
12 C -1.033 -3.370 0.198
13 C -1.518 -2.414 1.301
14 C -2.519 -1.444 0.769
15 N -2.291 -0.475 -0.071
16 C -3.496 0.141 -0.287
17 C -3.826 1.226 -1.090
18 C -5.142 1.636 -1.112
19 C -6.112 0.981 -0.349
20 Cl -7.744 1.549 -0.421
21 C -5.819 -0.102 0.458
22 C -4.496 -0.509 0.475
23 N -3.840 -1.514 1.136
24 C -0.298 -1.704 1.903
25 C 0.533 -1.005 0.824
26 C 2.487 0.703 -0.886
27 O 1.678 0.053 -1.764
28 C 0.808 0.807 -2.572
29 C 2.584 2.079 -0.787
30 H 4.187 5.784 0.767
31 H 5.406 4.487 0.705
32 H 4.167 4.492 1.993
33 H 5.016 2.319 1.567
34 H 4.815 -0.109 1.430
35 H 4.128 -1.970 -0.138
36 H 0.202 -3.302 -1.574
37 H -0.795 -1.841 -1.297
38 H -1.882 -3.834 -0.306
39 H -0.431 -4.157 0.655
40 H -2.010 -2.999 2.087
41 H -3.074 1.727 -1.678
42 H -5.439 2.475 -1.722
43 H -6.583 -0.594 1.038
44 H -4.251 -2.181 1.767
45 H 0.320 -2.451 2.407
46 H -0.616 -0.965 2.640
47 H 1.408 -0.550 1.285
48 H -0.080 -0.230 0.354
49 H 0.264 0.078 -3.170
50 H 1.356 1.483 -3.236
51 H 0.100 1.381 -1.966
52 H 1.987 2.731 -1.402

- SMILES = COc1ccc(NC(=S)N2CCC(c3nc4ccc(Cl)cc4[nH]3)CC2)c(OC)c1
- relative energy (zero: lowest compared OMol25 entry of this formula, charge and spin) (kcal per mole) = 0.2
- DFT total energy (a.u.) = -2041.9426
- Kohn-Sham gap (eV) = 8.005

These are the natural (NBO) partial charges, in e, on atoms 1 to 6: atom 1 (C): -0.25, atom 2 (O): -0.49, atom 3 (C): 0.32, atom 4 (C): -0.33, atom 5 (C): -0.18, atom 6 (C): 0.04



# 5
# C21H23CoN4O3S

C21H23CoN4O3S as an isolated structure in a non-equilibrium geometry (wB97M-V/def2-TZVPD, the OMol25 dataset).

CARTESIAN COORDINATES (ANGSTROEM)
1 Co -0.190 0.066 0.127
2 C -3.400 -2.647 -0.451
3 C -2.370 -1.569 -0.410
4 N -1.307 -1.549 0.345
5 O -1.066 -2.566 1.243
6 C -2.512 -0.409 -1.234
7 C -3.619 -0.162 -2.202
8 N -1.578 0.513 -1.052
9 O -1.507 1.574 -1.708
10 H -3.175 -3.480 0.207
11 H -3.508 -3.019 -1.468
12 H -4.358 -2.228 -0.148
13 H -1.218 -3.423 0.817
14 H -4.347 -0.965 -2.205
15 H -3.216 -0.036 -3.208
16 H -4.111 0.778 -1.949
17 C 2.125 3.227 -1.450
18 C 2.408 3.957 -0.296
19 C 1.992 3.466 0.921
20 C 1.338 2.233 0.981
21 N 1.109 1.505 -0.146
22 C 1.478 2.017 -1.325
23 C 0.849 1.636 2.206
24 C 1.179 2.094 3.484
25 C 0.672 1.453 4.591
26 C -0.144 0.337 4.407
27 C -0.437 -0.066 3.122
28 N 0.024 0.567 2.042
29 H 2.411 3.593 -2.423
30 H 2.934 4.897 -0.355
31 H 2.156 4.033 1.823
32 H 1.248 1.424 -2.199
33 H 1.821 2.950 3.599
34 H 0.901 1.807 5.583
35 H -0.555 -0.194 5.249
36 H -1.066 -0.927 2.945
37 C 3.520 -2.078 -1.338
38 S 1.922 -1.428 -0.676
39 O 0.983 -2.558 -0.715
40 C 2.497 -1.291 1.035
41 C 2.066 -2.199 1.982
42 C 2.461 -2.046 3.300
43 C 3.274 -0.983 3.660
44 C 3.725 -0.091 2.698
45 C 3.341 -0.247 1.378
46 H 3.747 -2.987 -0.793
47 H 4.292 -1.335 -1.184
48 H 3.392 -2.277 -2.398
49 H 1.432 -3.014 1.676
50 H 2.135 -2.755 4.044
51 H 3.563 -0.853 4.692
52 H 4.378 0.724 2.977
53 H 3.697 0.429 0.614

- relative energy (zero: lowest compared OMol25 entry of this formula, charge and spin) (kcal per mole) = 27.9
- DFT total energy (a.u.) = -3039.4214
- Kohn-Sham gap (spin up / spin down) (eV) = 6.651 / 6.661
- charge = +1
- spin multiplicity = 2

These are the natural (NBO) partial charges, in e, on atoms 1 to 6: atom 1 (Co): 1.04, atom 2 (C): -0.68, atom 3 (C): 0.29, atom 4 (N): -0.22, atom 5 (O): -0.56, atom 6 (C): 0.01



# 6
# C21H23FN4O2S2

One molecule with the formula C21H23FN4O2S2 in a non-equilibrium geometry (wB97M-V/def2-TZVPD, the OMol25 dataset).

CARTESIAN COORDINATES (ANGSTROEM)
1 C 1.372 0.765 -4.128
2 C 1.805 0.895 -2.710
3 C 2.981 0.518 -2.135
4 C 2.922 0.872 -0.758
5 C 3.892 0.603 0.282
6 O 3.940 1.181 1.348
7 C 4.892 -0.510 -0.044
8 S 5.133 -1.575 1.412
9 C 3.467 -1.831 1.773
10 N 2.505 -1.424 1.025
11 N 1.295 -1.654 1.516
12 C 1.296 -2.253 2.657
13 N 0.215 -2.595 3.391
14 C -1.095 -2.185 3.190
15 C -1.489 -1.310 2.181
16 C -2.812 -0.927 2.065
17 C -3.771 -1.412 2.939
18 C -3.403 -2.288 3.948
19 C -2.080 -2.656 4.060
20 F -1.706 -3.505 5.055
21 S 2.932 -2.623 3.255
22 C 1.680 1.461 -0.552
23 C 1.082 1.977 0.702
24 N 1.015 1.463 -1.736
25 C -0.343 1.899 -1.904
26 C -1.366 0.802 -1.492
27 C -2.287 0.379 -2.639
28 C -3.365 1.460 -2.578
29 C -3.446 1.753 -1.075
30 O -2.242 1.279 -0.486
31 H 2.186 0.344 -4.710
32 H 0.510 0.104 -4.218
33 H 1.112 1.734 -4.555
34 H 3.811 0.074 -2.648
35 H 4.553 -1.135 -0.866
36 H 5.874 -0.088 -0.259
37 H 0.383 -3.151 4.219
38 H -0.742 -0.936 1.502
39 H -3.081 -0.232 1.285
40 H -4.803 -1.111 2.843
41 H -4.122 -2.683 4.647
42 H 1.042 3.068 0.689
43 H 0.072 1.597 0.844
44 H 1.708 1.676 1.537
45 H -0.493 2.193 -2.945
46 H -0.513 2.773 -1.270
47 H -0.814 -0.042 -1.064
48 H -2.718 -0.598 -2.418
49 H -1.780 0.333 -3.599
50 H -3.047 2.348 -3.124
51 H -4.319 1.128 -2.980
52 H -4.280 1.221 -0.606
53 H -3.557 2.823 -0.867

- SMILES = Cc1cc(C(=O)CSc2nnc(Nc3ccccc3F)s2)c(C)n1C[C@@H]1CCCO1
- relative energy (zero: lowest compared OMol25 entry of this formula, charge and spin) (kcal per mole) = 9.0
- DFT total energy (a.u.) = -2079.7570
- Kohn-Sham gap (eV) = 8.356

These are the natural (NBO) partial charges, in e, on atoms 1 to 6: atom 1 (C): -0.64, atom 2 (C): 0.13, atom 3 (C): -0.27, atom 4 (C): -0.25, atom 5 (C): 0.59, atom 6 (O): -0.58



# 7
# C21H23N3O3

One molecule with the formula C21H23N3O3 in a non-equilibrium geometry (wB97M-V/def2-TZVPD, the OMol25 dataset).

CARTESIAN COORDINATES (ANGSTROEM)
1 C 5.169 3.104 -0.887
2 O 5.408 1.774 -0.488
3 C 4.356 0.928 -0.375
4 C 3.026 1.262 -0.615
5 C 2.037 0.312 -0.463
6 C 2.326 -0.993 -0.059
7 C 1.264 -1.978 0.104
8 N 0.111 -1.706 -0.387
9 N -0.922 -2.582 -0.306
10 C -2.077 -2.251 -1.122
11 C -2.794 -0.970 -0.655
12 O -3.975 -0.949 -0.396
13 N -1.947 0.083 -0.609
14 C -2.217 1.381 -0.126
15 C -1.343 1.902 0.823
16 C -1.509 3.177 1.336
17 C -0.572 3.722 2.371
18 C -2.583 3.932 0.878
19 C -3.439 3.425 -0.079
20 C -3.273 2.153 -0.613
21 C -4.177 1.659 -1.696
22 C -0.956 -3.666 0.530
23 O -1.875 -4.454 0.529
24 C 0.223 -3.740 1.478
25 C 1.516 -3.285 0.807
26 C 3.668 -1.318 0.170
27 C 4.661 -0.380 0.012
28 H 6.145 3.584 -0.910
29 H 4.721 3.148 -1.885
30 H 4.524 3.628 -0.174
31 H 2.748 2.259 -0.920
32 H 1.014 0.591 -0.660
33 H -1.759 -2.119 -2.161
34 H -2.774 -3.088 -1.049
35 H -0.962 -0.180 -0.637
36 H -0.522 1.289 1.171
37 H -1.031 3.665 3.358
38 H 0.356 3.155 2.394
39 H -0.343 4.767 2.171
40 H -2.740 4.928 1.267
41 H -4.256 4.036 -0.436
42 H -4.820 0.865 -1.318
43 H -4.798 2.468 -2.075
44 H -3.595 1.243 -2.518
45 H 0.302 -4.758 1.859
46 H -0.009 -3.081 2.323
47 H 2.303 -3.189 1.554
48 H 1.836 -4.026 0.065
49 H 3.946 -2.321 0.454
50 H 5.695 -0.634 0.184

- SMILES = COc1ccc(C2=NN(CC(=O)Nc3cc(C)ccc3C)C(=O)CC2)cc1
- relative energy (zero: lowest compared OMol25 entry of this formula, charge and spin) (kcal per mole) = 56.6
- DFT total energy (a.u.) = -1204.0326
- Kohn-Sham gap (eV) = 8.465

These are the natural (NBO) partial charges, in e, on atoms 1 to 6: atom 1 (C): -0.25, atom 2 (O): -0.49, atom 3 (C): 0.33, atom 4 (C): -0.33, atom 5 (C): -0.08, atom 6 (C): -0.15



# 8
# C21H23N3O4S2

A 2-piece molecular cluster, C21H23N3O4S2 overall in a non-equilibrium geometry (wB97M-V/def2-TZVPD, the OMol25 dataset).

CARTESIAN COORDINATES (ANGSTROEM)
1 O 2.768 -0.208 1.387
2 S 2.448 -0.720 0.073
3 O 2.505 0.119 -1.101
4 C 0.864 -1.540 0.105
5 C -0.285 -0.858 -0.051
6 C -1.560 -1.530 -0.105
7 C -1.866 -2.514 0.871
8 C -2.905 -3.410 0.667
9 C -3.742 -3.266 -0.445
10 C -3.562 -2.185 -1.318
11 C -2.498 -1.299 -1.133
12 S 0.938 -3.324 0.041
13 O 0.292 -3.818 -1.150
14 O 0.655 -3.893 1.341
15 C 2.714 -3.408 -0.236
16 C 3.345 -4.621 -0.485
17 C 4.720 -4.619 -0.711
18 C 5.438 -3.415 -0.692
19 C 4.790 -2.203 -0.447
20 C 3.414 -2.214 -0.222
21 H -0.210 0.303 -0.121
22 H -1.296 -2.539 1.800
23 H -3.042 -4.227 1.376
24 H -4.533 -3.992 -0.621
25 H -4.242 -2.040 -2.159
26 H -2.327 -0.472 -1.826
27 H 2.752 -5.534 -0.495
28 H 5.223 -5.564 -0.904
29 H 6.510 -3.416 -0.875
30 H 5.322 -1.254 -0.426
31 C -0.822 2.547 2.727
32 C 0.054 1.587 1.958
33 N -0.405 1.462 0.604
34 C -0.841 2.545 -0.017
35 N -1.137 2.454 -1.345
36 C -1.659 3.533 -2.146
37 C -1.152 4.838 -1.582
38 C -1.447 4.933 -0.107
39 N -1.002 3.739 0.597
40 C -0.919 3.882 2.041
41 H -1.826 2.127 2.836
42 H -0.406 2.672 3.727
43 H 1.105 1.931 2.002
44 H 0.025 0.587 2.402
45 H -1.083 1.526 -1.741
46 H -2.760 3.527 -2.137
47 H -1.327 3.394 -3.179
48 H -1.629 5.674 -2.100
49 H -0.072 4.918 -1.746
50 H -2.527 5.062 0.053
51 H -0.951 5.805 0.334
52 H -1.806 4.424 2.393
53 H -0.042 4.497 2.289

- SMILES = O=S1(=O)C(=Cc2ccccc2)S(=O)(=O)c2ccccc21.C1CN=C2NCCCN2C1
- relative energy (zero: lowest compared OMol25 entry of this formula, charge and spin) (kcal per mole) = 126.5
- DFT total energy (a.u.) = -2075.5267
- Kohn-Sham gap (eV) = 8.223

These are the natural (NBO) partial charges, in e, on atoms 1 to 6: atom 1 (O): -0.91, atom 2 (S): 2.18, atom 3 (O): -0.91, atom 4 (C): -0.68, atom 5 (C): -0.13, atom 6 (C): -0.01